[1]
ORCA calculation (ωB97M-V/def2-TZVPD) on a 2-piece molecular cluster, C6H11NO2 overall in a non-equilibrium geometry.

## Properties
E = -11983.659 eV
ΔE to the lowest compared entry with this formula, charge and spin = 251.7 kJ/mol
SMILES string = C=CC(C)=O.CNC=O
2S+1 = 1

Last column: Löwdin charge in e.
CARTESIAN COORDINATES (ANGSTROEM)
1 C 2.13 0.34 0.31  0.013
2 C 0.95 0.47 -0.36  -0.149
3 C -0.16 1.36 0.32  -0.432
4 C -0.67 2.52 -0.49  -0.013
5 O -0.46 1.19 1.50  0.043
6 H 2.15 0.20 1.38  0.065
7 H 3.07 0.37 -0.24  0.053
8 H 0.96 0.59 -1.44  0.102
9 H -1.50 2.19 -1.12  0.088
10 H 0.12 2.92 -1.13  0.085
11 H -1.00 3.32 0.17  0.088
12 C -0.05 -2.22 0.94  -0.085
13 N -0.25 -1.56 -0.34  -0.075
14 C -1.53 -0.98 -0.62  -0.332
15 O -1.85 -0.71 -1.76  0.021
16 H -0.47 -1.60 1.73  0.085
17 H 1.02 -2.34 1.10  0.078
18 H -0.50 -3.22 0.92  0.081
19 H 0.20 -1.98 -1.15  0.143
20 H -2.16 -0.86 0.27  0.142

---

[2]
ORCA calculation (ωB97M-V/def2-TZVPD) on one molecule with the formula C6H11NO2 in a non-equilibrium geometry.

## Properties
E = -11981.371 eV
ΔE to the lowest compared entry with this formula, charge and spin = 472.5 kJ/mol
SMILES string = OC[C@H]1[C@@H]2NCC[C@@]12O
2S+1 = 1

Last column: Löwdin charge in e.
CARTESIAN COORDINATES (ANGSTROEM)
1 O 3.26 -0.59 -0.31  -0.056
2 C 2.41 0.31 0.38  -0.246
3 C 1.16 0.49 -0.45  -0.105
4 C 0.13 -0.61 -0.42  -0.255
5 N -1.05 -1.11 -1.07  0.020
6 C -1.98 -0.90 0.10  -0.156
7 C -1.36 0.24 1.01  -0.099
8 C -0.27 0.74 0.10  -0.383
9 O -0.95 1.45 -0.95  -0.050
10 H 2.62 -1.22 -0.71  0.098
11 H 2.93 1.28 0.54  0.134
12 H 2.06 -0.05 1.41  0.138
13 H 1.27 1.09 -1.36  0.158
14 H 0.32 -1.29 0.43  0.157
15 H -1.33 -0.45 -1.75  0.075
16 H -2.09 -1.85 0.63  0.109
17 H -2.97 -0.68 -0.24  0.098
18 H -0.92 -0.17 1.93  0.115
19 H -2.15 0.93 1.28  0.100
20 H -1.10 2.38 -0.57  0.150

---

[3]
ORCA calculation (ωB97M-V/def2-TZVPD) on a 2-piece molecular cluster, C6H11NO2 overall in a non-equilibrium geometry.

## Properties
E = -11983.247 eV
ΔE to the lowest compared entry with this formula, charge and spin = 291.5 kJ/mol
SMILES string = C=C(N)C=O.C=COC
2S+1 = 1

Last column: Löwdin charge in e.
CARTESIAN COORDINATES (ANGSTROEM)
1 C 1.87 1.30 1.06  0.076
2 C 0.87 2.05 0.57  -0.390
3 N 1.05 3.20 -0.17  0.086
4 C -0.53 1.72 0.91  -0.225
5 O -0.89 0.75 1.52  0.046
6 H 1.64 0.47 1.70  0.056
7 H 2.90 1.51 0.85  0.060
8 H 1.96 3.32 -0.58  0.096
9 H 0.29 3.47 -0.78  0.085
10 H -1.26 2.46 0.53  0.126
11 C -1.84 -1.89 -2.19  0.018
12 C -1.28 -1.74 -1.00  -0.248
13 O -0.54 -2.72 -0.42  -0.132
14 C 0.18 -2.35 0.73  -0.092
15 H -1.72 -2.79 -2.76  0.053
16 H -2.45 -1.11 -2.61  0.042
17 H -1.39 -0.83 -0.42  0.094
18 H 0.40 -3.27 1.27  0.090
19 H -0.39 -1.67 1.36  0.072
20 H 1.13 -1.87 0.45  0.086

---

[4]
ORCA calculation (ωB97M-V/def2-TZVPD) on one molecule with the formula C6H11NO2 in a non-equilibrium geometry.

## Properties
E = -11981.706 eV
ΔE to the lowest compared entry with this formula, charge and spin = 440.2 kJ/mol
2S+1 = 1

Last column: Löwdin charge in e.
CARTESIAN COORDINATES (ANGSTROEM)
1 C 0.13 -0.99 0.40  -0.093
2 C 2.25 -0.31 0.52  -0.202
3 C -0.52 0.08 -0.44  -0.331
4 C 2.65 -0.45 -0.91  -0.087
5 C -2.82 0.42 0.71  -0.013
6 C -2.03 -0.21 -0.42  -0.417
7 N -0.27 1.46 -0.02  0.069
8 O 1.23 -0.88 1.14  -0.030
9 O -2.53 -0.95 -1.23  0.096
10 H -0.48 -1.80 0.78  0.121
11 H 3.00 0.02 1.22  0.106
12 H -0.22 -0.01 -1.49  0.139
13 H -0.32 1.54 0.99  0.083
14 H 0.64 1.78 -0.34  0.069
15 H 2.25 0.34 -1.56  0.067
16 H 2.33 -1.41 -1.31  0.091
17 H 3.74 -0.38 -0.98  0.077
18 H -2.32 0.28 1.66  0.085
19 H -2.90 1.49 0.52  0.085
20 H -3.81 -0.02 0.75  0.086

---

[5]
ORCA calculation (ωB97M-V/def2-TZVPD) on a 2-piece molecular cluster, C6H11NO2 overall in a non-equilibrium geometry.

## Properties
E = -11983.545 eV
ΔE to the lowest compared entry with this formula, charge and spin = 262.7 kJ/mol
SMILES string = [H]/N=C/C(C)=O.C=COC
2S+1 = 1

Last column: Löwdin charge in e.
CARTESIAN COORDINATES (ANGSTROEM)
1 H 0.81 1.60 2.60  0.058
2 N 1.23 0.77 2.16  0.123
3 C 0.29 -0.04 1.81  -0.163
4 C 0.56 -1.35 1.11  -0.427
5 C 1.99 -1.76 0.88  -0.016
6 O -0.40 -2.03 0.78  0.059
7 H -0.78 0.17 2.00  0.116
8 H 2.19 -2.66 1.46  0.092
9 H 2.70 -0.99 1.19  0.067
10 H 2.13 -1.95 -0.18  0.089
11 C -2.14 1.44 -0.54  0.007
12 C -0.87 1.74 -0.82  -0.254
13 O 0.04 1.06 -1.57  -0.146
14 C -0.43 -0.09 -2.27  -0.089
15 H -2.62 0.54 -0.90  0.053
16 H -2.73 2.09 0.09  0.052
17 H -0.39 2.64 -0.42  0.114
18 H 0.44 -0.56 -2.75  0.092
19 H -1.14 0.20 -3.05  0.096
20 H -0.87 -0.83 -1.59  0.076

---

[6]
ORCA calculation (ωB97M-V/def2-TZVPD) on one molecule with the formula C6H11NO2S in a non-equilibrium geometry.

## Properties
E = -22817.000 eV
ΔE to the lowest compared entry with this formula, charge and spin = 301.2 kJ/mol
SMILES string = O=[N+]([O-])C1(CS)CCCC1
2S+1 = 1

Last column: Löwdin charge in e.
CARTESIAN COORDINATES (ANGSTROEM)
1 O -1.58 1.39 -1.39  0.088
2 N -0.85 0.47 -1.57  -0.361
3 O -0.58 0.00 -2.65  0.088
4 C -0.37 -0.27 -0.34  -0.426
5 C -1.05 -1.63 -0.13  -0.465
6 S -2.90 -1.64 0.22  0.714
7 C -0.48 0.68 0.86  -0.108
8 C 1.00 1.26 1.16  -0.131
9 C 1.85 0.89 -0.15  -0.135
10 C 1.20 -0.46 -0.52  -0.122
11 H -0.44 -2.35 0.65  0.146
12 H -0.98 -2.31 -1.00  0.068
13 H -2.75 -1.34 1.49  -0.186
14 H -0.87 0.09 1.77  0.121
15 H -1.21 1.54 0.65  0.134
16 H 1.47 0.87 2.02  0.071
17 H 1.08 2.35 1.32  0.098
18 H 1.51 1.66 -0.79  0.084
19 H 2.94 0.91 -0.13  0.111
20 H 1.41 -0.73 -1.49  0.067
21 H 1.59 -1.38 0.03  0.144

---

[7]
ORCA calculation (ωB97M-V/def2-TZVPD) on one molecule with the formula C6H11NO2S2 in a non-equilibrium geometry.

## Properties
E = -33651.526 eV
ΔE to the lowest compared entry with this formula, charge and spin = 313.4 kJ/mol
SMILES string = C=[S@](=O)(O)CCC1=NCCS1
2S+1 = 1

Last column: Löwdin charge in e.
CARTESIAN COORDINATES (ANGSTROEM)
1 C 0.83 -1.36 2.29  -0.225
2 S 1.40 -0.54 0.92  0.759
3 O 1.61 -1.33 -0.26  -0.351
4 O 3.03 -0.40 1.46  -0.291
5 C 1.49 1.27 0.30  -0.200
6 C 0.82 1.44 -1.05  -0.240
7 C -0.49 0.76 -1.11  -0.639
8 N -0.92 0.19 -0.07  -0.011
9 C -2.10 -0.59 -0.20  -0.231
10 C -2.70 -0.29 -1.58  -0.363
11 S -1.47 0.70 -2.61  0.931
12 H -0.12 -1.85 2.13  -0.008
13 H 0.84 -0.73 3.17  0.006
14 H 3.36 -1.31 1.64  0.079
15 H 2.56 1.44 0.16  0.087
16 H 0.93 1.90 1.14  0.144
17 H 0.63 2.37 -1.47  0.084
18 H 1.57 1.03 -1.88  0.174
19 H -2.81 -0.27 0.46  0.088
20 H -1.97 -1.63 -0.11  0.106
21 H -3.05 -1.18 -2.01  0.061
22 H -3.45 0.39 -1.34  0.040

---

[8]
ORCA calculation (ωB97M-V/def2-TZVPD) on C6H11NO4 as an isolated structure in a non-equilibrium geometry.

## Properties
E = -16074.552 eV
ΔE to the lowest compared entry with this formula, charge and spin = 677.0 kJ/mol
2S+1 = 1

Last column: Löwdin charge in e.
CARTESIAN COORDINATES (ANGSTROEM)
1 C -0.96 -1.49 1.50  -0.032
2 C -0.04 -1.12 0.36  -0.285
3 C 1.22 -0.33 0.92  -0.045
4 C 2.19 0.01 -0.16  -0.471
5 C -0.86 -0.30 -0.70  -0.326
6 C -1.35 1.04 -0.12  -0.583
7 H -2.03 -1.80 1.30  0.116
8 H -0.83 -2.06 2.24  -0.020
9 H -0.86 -0.57 2.22  0.121
10 H 0.26 -1.75 -0.14  -0.004
11 H 0.55 0.64 1.48  0.204
12 H 1.84 -1.02 1.48  0.131
13 H 3.82 0.73 -0.61  0.213
14 H 0.16 0.44 -1.35  0.231
15 H -2.75 -0.63 -1.74  0.140
16 H -1.71 -1.85 -2.11  0.182
17 H -2.61 1.96 0.56  0.129
18 N -1.86 -1.07 -1.25  0.013
19 O 3.24 0.83 0.33  0.020
20 O 2.12 -0.49 -1.32  0.029
21 O -2.70 1.07 0.16  0.086
22 O -0.67 1.90 0.17  0.150

---

[9]
ORCA calculation (ωB97M-V/def2-TZVPD) on C6H11NO4 as an isolated structure in a non-equilibrium geometry.

## Properties
E = -16072.841 eV
ΔE to the lowest compared entry with this formula, charge and spin = 842.0 kJ/mol
2S+1 = 1

Last column: Löwdin charge in e.
CARTESIAN COORDINATES (ANGSTROEM)
1 C 0.27 2.07 0.23  -0.086
2 C -0.15 0.59 0.66  -0.222
3 C 1.07 -0.38 0.96  -0.019
4 C 2.09 -0.66 -0.21  -0.572
5 C -0.92 -0.09 -0.57  -0.288
6 C -1.13 -1.52 -0.29  -0.549
7 H 1.26 2.25 -0.06  0.005
8 H -0.17 2.37 -0.98  0.146
9 H 0.14 2.90 1.07  0.102
10 H -1.05 0.79 1.22  0.116
11 H 0.97 -0.91 1.63  -0.025
12 H 1.65 0.10 1.77  0.152
13 H 3.63 -1.88 -0.82  0.358
14 H -0.23 -0.37 -1.68  0.241
15 H -2.07 1.85 -1.19  0.190
16 H -2.90 0.83 -0.13  0.013
17 H -2.44 -2.82 0.58  0.158
18 N -2.27 0.60 -0.85  -0.003
19 O 2.81 -1.56 0.10  0.140
20 O 2.12 0.10 -1.29  -0.030
21 O -2.26 -1.85 0.42  0.065
22 O -0.41 -2.42 -0.59  0.110

---

[10]
ORCA calculation (ωB97M-V/def2-TZVPD) on a 2-piece molecular cluster, C6H11NS overall in a non-equilibrium geometry.

## Properties
E = -18721.451 eV
ΔE to the lowest compared entry with this formula, charge and spin = 390.1 kJ/mol
2S+1 = 1

Last column: Löwdin charge in e.
CARTESIAN COORDINATES (ANGSTROEM)
1 C 0.82 -1.47 -0.64  -0.023
2 C -1.85 0.07 0.63  -0.280
3 C 1.54 -0.49 -0.09  -0.197
4 C -3.09 -0.23 -0.10  -0.082
5 C 3.00 -0.32 -0.12  -0.127
6 C 0.22 1.17 0.69  -0.557
7 N -1.06 0.89 0.16  -0.033
8 S 0.94 2.73 0.17  0.697
9 H -0.24 -1.47 -0.60  0.017
10 H 1.32 -2.39 -0.94  0.055
11 H -1.83 -0.65 1.44  0.125
12 H -3.05 0.30 -1.10  0.100
13 H -3.25 -1.27 -0.09  0.061
14 H -3.91 0.29 0.40  0.080
15 H 3.48 -1.36 -0.33  0.110
16 H 3.45 0.14 0.69  0.031
17 H 3.18 0.31 -1.06  0.103
18 H 0.39 0.93 1.68  0.031
19 H -0.05 2.82 -0.79  -0.111

---

[11]
ORCA calculation (ωB97M-V/def2-TZVPD) on one molecule with the formula C6H11NS in a non-equilibrium geometry.

## Properties
E = -18722.128 eV
ΔE to the lowest compared entry with this formula, charge and spin = 324.8 kJ/mol
SMILES string = C[C@@H]1C[C@@H]2[C@@H](S)[C@H]2N1
2S+1 = 1

Last column: Löwdin charge in e.
CARTESIAN COORDINATES (ANGSTROEM)
1 C -0.94 -0.46 2.14  -0.081
2 C -0.96 -0.33 0.64  -0.368
3 C 0.03 -1.33 -0.10  -0.110
4 C 0.53 -0.39 -1.16  -0.264
5 C 1.52 0.68 -1.63  -0.552
6 S 1.19 1.54 -3.15  0.742
7 C 0.75 0.80 -0.33  -0.338
8 N -0.57 1.04 0.18  0.023
9 H -1.73 0.19 2.58  0.083
10 H -1.20 -1.48 2.51  0.083
11 H 0.12 -0.26 2.52  0.099
12 H -1.98 -0.52 0.27  0.130
13 H -0.49 -2.21 -0.38  0.091
14 H 0.80 -1.69 0.58  0.113
15 H -0.36 -0.17 -1.81  0.125
16 H 2.58 0.52 -1.41  0.100
17 H -0.11 1.82 -2.85  -0.107
18 H 1.47 0.56 0.47  0.142
19 H -0.66 1.69 0.92  0.090

---

[12]
ORCA calculation (ωB97M-V/def2-TZVPD) on one molecule with the formula C6H11NS in a non-equilibrium geometry.

## Properties
E = -18724.313 eV
ΔE to the lowest compared entry with this formula, charge and spin = 114.0 kJ/mol
SMILES string = C/C=C\C(C)=N\SC
2S+1 = 1

Last column: Löwdin charge in e.
CARTESIAN COORDINATES (ANGSTROEM)
1 C 2.39 -0.40 0.00  -0.108
2 C 1.68 -0.91 -1.25  -0.128
3 C 0.39 -0.82 -1.55  -0.101
4 C -0.72 -0.27 -0.73  -0.441
5 C -2.14 -0.68 -1.18  -0.088
6 N -0.34 0.34 0.34  -0.190
7 S -1.76 0.91 1.28  0.801
8 C -0.73 1.73 2.49  -0.438
9 H 2.44 0.70 0.04  0.082
10 H 3.42 -0.74 0.00  0.057
11 H 1.98 -0.76 0.93  0.056
12 H 2.31 -1.31 -2.03  0.093
13 H 0.09 -1.19 -2.52  0.092
14 H -2.08 -1.24 -2.13  0.066
15 H -2.78 -1.25 -0.48  0.081
16 H -2.68 0.26 -1.46  0.081
17 H -0.01 0.98 2.82  0.024
18 H -0.16 2.55 2.06  0.025
19 H -1.30 2.10 3.35  0.034